DFT (ωB97M-V/def2-TZVPD) results for the ion C7H9Br2N2O2 with charge +1.

## Properties
HOMO-LUMO gap ... 0.368 hartree
HOMO level ... -13.09 eV
Total charge ... +1
Spin multiplicity ... 1
Molecular weight ... 312.97 Da
Relative energy (zero: lowest compared OMol25 entry of this formula, charge and spin) ... 0.0 kcal/mol

Bonds (Å) are listed after each position.
Geometry (Å):
1 H -1.095 -1.869 0.997  C12 1.202
2 C 0.775 0.411 -0.421  C10 1.491, N13 1.531, C14 1.540, C16 1.518
3 N -0.852 -1.303 -1.096  C12 1.441, C14 1.359, H21 1.013
4 C -1.616 0.292 0.724  H11 1.025, C12 1.547, N13 1.504, O15 1.381
5 H 0.025 1.157 1.532  N13 0.976
6 O 0.552 -0.450 -2.631  C14 1.194
7 C 2.699 -1.115 -0.083  H9 1.087, C10 1.343, Br20 1.827
8 H -0.625 2.161 -1.075  C16 1.088
9 H 1.932 -1.873 -0.220  C7 1.087
10 C 2.205 0.133 -0.104  C2 1.491, C7 1.343, H18 1.050
11 H -2.254 0.903 0.204  C4 1.025
12 C -1.553 -1.145 0.153  H1 1.202, N3 1.441, C4 1.547, H19 1.067
13 N -0.232 0.876 0.634  C2 1.531, C4 1.504, H5 0.976, C16 1.469
14 C 0.154 -0.486 -1.506  C2 1.540, N3 1.359, O6 1.194
15 O -1.866 0.235 2.082  C4 1.381, H17 0.921
16 C 0.175 1.805 -0.428  C2 1.518, H8 1.088, N13 1.469, Br22 1.856
17 H -2.739 0.405 2.322  O15 0.921
18 H 2.839 0.960 0.026  C10 1.050
19 H -2.529 -1.572 0.090  C12 1.067
20 Br 4.416 -1.337 0.504  C7 1.827
21 H -1.469 -1.516 -1.871  N3 1.013
22 Br 1.058 3.326 0.165  C16 1.856